[1]
{"formula": "C5H8O5", "method": "ωB97M-V/def2-TZVPD", "fmax_ev_per_a": 5.5, "energy_ev": -15545.9520, "e_above_lowest_kcal_mol": 157.3, "smiles": "O=C1O[C@@]2(C[C@@H]2O)[C@@H]1O.O", "gap_ev": 9.159, "total_charge": 0, "species": ["O", "C", "C", "C", "O", "C", "O", "C", "O", "H", "H", "H", "H", "H", "H", "O", "H", "H"], "xyz": [[0.95822, -2.09342, 1.50985], [0.32282, -0.86255, 1.47530], [1.18723, 0.31270, 1.13334], [0.14198, -0.14285, 0.16428], [-0.67807, -1.24478, -0.94380], [-1.29403, -0.18985, -1.42950], [-1.05111, 0.16065, -2.59662], [-1.08238, 0.71158, -0.18662], [-2.13509, 0.68486, 0.71421], [0.30220, -2.79074, 1.41318], [-0.45251, -0.70947, 2.23307], [1.05569, 1.24809, 1.67714], [2.22831, 0.06977, 0.91379], [-0.79428, 1.72892, -0.49211], [-2.78514, 1.34909, 0.46201], [1.59143, 0.24944, -1.79221], [0.67194, 0.33675, -2.55032], [1.81276, 1.18180, -1.70498]], "mulliken_charge": [-0.53, -0.33, -0.52, 0.54, -0.47, 0.41, -0.68, 0.20, -0.53, 0.37, 0.33, 0.26, 0.26, 0.31, 0.36, -0.70, 0.42, 0.30]}

[2]
{"formula": "C5H8OS", "method": "ωB97M-V/def2-TZVPD", "fmax_ev_per_a": 6.6, "energy_ev": -18194.7896, "e_above_lowest_kcal_mol": 57.9, "smiles": "S[C@H]1[C@H]2COC[C@@H]12", "gap_ev": 9.733, "total_charge": 0, "species": ["C", "C", "C", "C", "C", "H", "H", "H", "H", "H", "H", "H", "H", "O", "S"], "xyz": [[1.17604, 0.74248, 0.05529], [-0.12239, 0.67458, 0.87889], [-0.58753, -0.70379, 1.00657], [-0.74994, -0.41241, -1.17139], [-0.08866, 0.86710, -0.61322], [1.73204, -1.54332, -0.01887], [1.52064, 1.84706, -0.10393], [-0.37288, 1.51005, 1.55595], [-0.13041, -1.20653, 1.92318], [-1.75102, -0.78008, 1.20011], [-1.93680, -0.21129, -1.22478], [-0.36505, -0.70592, -2.17639], [-0.39554, 1.79424, -1.08406], [-0.48641, -1.35828, -0.13899], [2.55791, -0.51388, -0.08838]], "mulliken_charge": [-0.15, -0.26, -0.62, -0.56, -0.05, 0.14, 0.30, 0.35, 0.26, 0.28, 0.27, 0.28, 0.38, -0.37, -0.25]}

[3]
{"formula": "C5H8OS", "method": "ωB97M-V/def2-TZVPD", "fmax_ev_per_a": 3.5, "energy_ev": -18191.5454, "e_above_lowest_kcal_mol": 132.8, "smiles": "C1=CSCCCO1", "gap_ev": 8.858, "total_charge": 0, "species": ["C", "C", "C", "C", "C", "H", "H", "H", "H", "H", "H", "H", "H", "O", "S"], "xyz": [[-0.34795, -1.11162, -0.03144], [1.10631, -1.50059, 0.16136], [0.48634, 1.46159, 0.19210], [-0.86629, 1.35019, 0.09868], [-1.85778, -1.01051, 0.00088], [-0.32311, -0.46054, -0.87281], [-0.26442, -0.31997, 0.75749], [1.27132, -1.93330, 1.13162], [1.65033, -2.14635, -0.56380], [0.96779, 2.35373, 0.50053], [-1.22960, 2.30922, 0.00104], [-2.20422, -1.33195, 1.10301], [-2.55293, -1.20349, -0.86214], [-1.99987, 0.45802, -0.14769], [1.72250, 0.24589, -0.15894]], "mulliken_charge": [-1.10, -0.47, -0.34, -0.33, -0.17, 0.68, 0.44, 0.30, 0.35, 0.36, 0.41, 0.19, 0.25, -0.41, -0.15]}

[4]
{"formula": "C5H8OS", "method": "ωB97M-V/def2-TZVPD", "fmax_ev_per_a": 5.0, "s_squared": 2.0109, "energy_ev": -18191.3857, "e_above_lowest_kcal_mol": 46.1, "multiplicity": 3, "gap_ev": [5.368, 5.744], "total_charge": 0, "species": ["C", "C", "C", "C", "C", "O", "S", "H", "H", "H", "H", "H", "H", "H", "H"], "xyz": [[-1.40494, -0.65645, 0.01138], [-0.63638, 1.37353, -0.27562], [-0.03439, 0.06723, 0.00733], [0.76878, -0.52042, -1.19446], [0.63241, -0.25128, 1.38997], [-1.77960, -1.73552, -0.28127], [-2.31808, 0.87297, 0.19960], [-0.12506, 2.15067, 0.48485], [-0.40758, 1.63974, -1.32176], [1.59651, 0.08243, -1.53270], [-0.02550, -0.77605, -1.95457], [1.25857, -1.51134, -0.83977], [1.47886, 0.51698, 1.43241], [1.10801, -1.22458, 1.65858], [-0.11161, -0.02791, 2.21601]], "mulliken_charge": [0.06, -0.79, 1.41, -1.51, -1.33, -0.52, -0.07, 0.30, 0.38, 0.41, 0.38, 0.30, 0.34, 0.35, 0.30]}

[5]
{"formula": "C5H8OS2", "method": "ωB97M-V/def2-TZVPD", "fmax_ev_per_a": 3.9, "energy_ev": -29027.6218, "e_above_lowest_kcal_mol": 116.7, "gap_ev": 8.875, "total_charge": 0, "species": ["C", "C", "C", "C", "C", "O", "S", "S", "H", "H", "H", "H", "H", "H", "H", "H"], "xyz": [[0.28957, -1.48459, -2.09027], [0.69564, 0.20774, 3.69137], [0.28946, -0.46087, -1.20880], [0.42245, 1.27208, 3.19780], [-0.57795, 0.76823, -1.23148], [-0.94021, -0.68115, 0.98120], [-1.78480, 2.21077, 1.10781], [-1.88472, 0.49502, 0.11690], [1.11790, -2.21804, -2.27047], [-0.28075, -1.59539, -2.99860], [0.77935, -0.80425, 4.00941], [-0.93324, -0.56827, 1.92208], [0.91974, -0.40254, -0.28701], [0.02823, 2.18568, 3.14622], [-0.06813, 1.72555, -0.90135], [-1.26853, 0.71030, -2.16452]], "mulliken_charge": [-0.69, -0.42, -0.05, -0.42, -0.52, -0.41, -0.39, 0.32, 0.24, 0.26, 0.40, 0.27, 0.25, 0.44, 0.40, 0.31]}

[6]
{"formula": "C5H8S", "method": "ωB97M-V/def2-TZVPD", "fmax_ev_per_a": 1.8, "energy_ev": -16149.4391, "e_above_lowest_kcal_mol": 4.6, "smiles": "CC1=CCCS1", "gap_ev": 8.837, "total_charge": 0, "species": ["C", "C", "C", "C", "C", "H", "H", "H", "H", "H", "H", "H", "H", "S"], "xyz": [[2.34906, 0.16870, 0.10978], [0.85373, 0.21874, -0.08637], [0.10804, 1.34097, -0.03322], [-1.42867, 1.13115, -0.09772], [-1.64572, -0.37180, 0.24046], [2.86250, -0.56817, -0.54985], [2.54098, -0.13279, 1.13513], [2.72808, 1.18816, -0.07184], [0.53109, 2.34720, -0.00554], [-2.01437, 1.72755, 0.61499], [-1.86034, 1.36428, -1.08692], [-2.01446, -0.47232, 1.28219], [-2.39344, -0.83673, -0.39623], [-0.11242, -1.22148, -0.10747]], "mulliken_charge": [-1.13, 0.64, -0.64, -0.53, -0.51, 0.33, 0.27, 0.31, 0.30, 0.31, 0.23, 0.29, 0.32, -0.19]}

[7]
{"formula": "C5H8S2", "method": "ωB97M-V/def2-TZVPD", "fmax_ev_per_a": 1.6, "energy_ev": -26982.5516, "e_above_lowest_kcal_mol": 60.1, "smiles": "S[C@@]12CSC[C@H]1C2", "gap_ev": 9.400, "total_charge": 0, "species": ["C", "C", "C", "C", "C", "H", "H", "H", "H", "H", "H", "H", "H", "S", "S"], "xyz": [[0.72252, -0.21090, 0.49373], [0.17679, 1.12317, 0.95406], [-1.46024, -0.62546, -0.43050], [-0.51055, -1.08612, 0.62724], [0.83472, -1.63565, 1.00280], [0.74967, 0.75361, -1.75697], [0.82786, 2.00352, 0.64517], [-0.04769, 1.13226, 2.00843], [-2.48209, -0.96997, -0.33199], [-1.11334, -0.75375, -1.46064], [-1.00273, -0.82530, 1.53075], [1.38818, -2.33003, 0.37425], [0.95244, -1.84845, 2.05246], [1.53734, -0.12817, -1.10728], [-1.40307, 1.21866, -0.07681]], "mulliken_charge": [0.44, -0.86, -0.79, 0.03, -0.70, 0.13, 0.35, 0.35, 0.36, 0.32, 0.22, 0.28, 0.22, -0.25, -0.12]}

[8]
{"formula": "C5H8S2", "method": "ωB97M-V/def2-TZVPD", "fmax_ev_per_a": 4.1, "energy_ev": -26982.6288, "e_above_lowest_kcal_mol": 58.3, "smiles": "C=C(C)S/C=C\\S", "gap_ev": 9.003, "total_charge": 0, "species": ["C", "C", "C", "C", "C", "S", "S", "H", "H", "H", "H", "H", "H", "H", "H"], "xyz": [[1.72177, 1.46087, -0.43178], [2.56864, 0.48370, -0.66188], [-0.69199, -0.00603, 0.12731], [-1.83572, 0.16816, 1.05881], [-0.52134, -0.86107, -0.86629], [0.36701, 1.41068, 0.70607], [2.90627, -0.79828, 0.42129], [1.66694, 2.32647, -0.91943], [3.12762, 0.58118, -1.58322], [-1.55982, 0.01189, 2.12500], [-2.85596, -0.28766, 0.80341], [-2.14449, 1.28906, 0.90281], [-1.26541, -1.43425, -1.19839], [2.22420, -0.32489, 1.48462], [0.34086, -1.11963, -1.36783]], "mulliken_charge": [-0.55, -0.17, 0.77, -1.21, -0.96, -0.16, -0.16, 0.47, 0.32, 0.26, 0.32, 0.29, 0.35, 0.15, 0.28]}